C19H39Cl3GeMnN4O2SeSi2 | ωB97M-V with the def2-TZVPD basis set

Positions of all 72 atoms, in Å:
Mn: 0.26010 1.56332 -0.30974
N: -1.13064 -0.10010 -0.58965
C: -0.58756 -1.17997 0.24032
C: -1.64220 -2.11350 0.85269
C: -2.74205 -1.42307 1.66903
C: -2.29181 -0.60161 2.88455
N: -1.50363 -1.37527 3.82705
C: -0.41457 -0.99592 4.48986
N: 0.13795 0.21186 4.34659
N: 0.08649 -1.81547 5.41517
C: 0.27299 -0.57200 1.37278
O: 0.85228 -1.29295 2.15951
O: 0.27741 0.71670 1.42935
H: -2.10873 0.06547 -0.34641
H: -1.10380 -0.36901 -1.57454
H: 0.10647 -1.78740 -0.35815
H: -1.10794 -2.83419 1.47270
H: -2.12725 -2.66860 0.04655
H: -3.43601 -2.19987 1.99121
H: -3.31239 -0.74483 1.02948
H: -3.18487 -0.21842 3.39526
H: -1.72291 0.26598 2.55425
H: -1.88832 -2.27935 4.06912
H: 0.04153 0.71310 3.47026
H: 1.01063 0.37546 4.82718
H: -0.30855 -2.71763 5.62213
H: 0.95143 -1.59003 5.87704
C: 4.02150 -3.70043 -1.72110
Ge: 3.80398 -3.39746 -3.66984
C: 4.97533 -1.90603 -4.24411
C: 4.07844 -5.02358 -4.76010
C: 1.81292 -2.87974 -3.88944
Se: 1.36971 -1.11144 -3.29879
C: 1.71379 -0.17958 -4.95504
H: 5.06457 -3.92582 -1.51574
H: 3.42433 -4.54022 -1.37644
H: 3.74756 -2.81822 -1.14637
H: 5.98185 -2.13557 -3.90312
H: 4.68570 -0.95246 -3.80848
H: 5.00864 -1.81023 -5.32573
H: 5.09982 -5.35696 -4.60292
H: 3.94981 -4.82223 -5.81927
H: 3.41101 -5.82997 -4.47202
H: 1.24895 -3.58609 -3.28382
H: 1.51735 -2.98919 -4.92974
H: 2.71084 -0.43995 -5.29780
H: 1.63506 0.88894 -4.78564
H: 0.97418 -0.49301 -5.68783
C: -0.57258 5.06323 -0.02012
Si: -1.39396 3.31097 -0.04298
C: -2.53075 3.14264 -1.60613
C: -2.55607 3.12400 1.49497
C: -2.07340 2.86368 2.77712
C: -2.91961 2.87970 3.87446
C: -4.26443 3.17699 3.71150
C: -4.75708 3.45966 2.44800
C: -3.91430 3.41685 1.34994
H: -1.34753 5.79960 0.17395
H: -0.12790 5.29301 -0.98563
H: 0.18830 5.18526 0.74658
H: -3.16790 4.01979 -1.64719
H: -3.18036 2.27270 -1.58884
H: -1.94925 3.12195 -2.52219
H: -1.01355 2.67554 2.90066
H: -2.52592 2.69551 4.86433
H: -4.91848 3.20348 4.57027
H: -5.79443 3.73680 2.32832
H: -4.31893 3.64877 0.37829
Cl: 2.78113 3.81301 1.84230
Si: 2.23361 2.62041 0.30776
Cl: 3.98093 1.86398 -0.38262
Cl: 0.52304 1.58899 -2.34294

Forces on atoms 1 to 2 (eV/Å):
-1.01 -1.33 2.59
-0.07 0.20 -0.27

Its expectation value of S² is 4.093. The HOMO-LUMO gap (alpha / beta) comes out at 7.882 / 4.336 eV. Its spin multiplicity is 4. The charge is +2.

Here are the Löwdin charges for atoms 1 to 4, given in e:
1. Mn -0.103
2. N 0.022
3. C -0.262
4. C -0.128